Formula: C42H49GeN9ORbSb
Source: OMol25
Level of theory: ωB97M-V/def2-TZVPD

Its charge is -2. The molecular weight is 975.75 g mol⁻¹. As for the energy above the lowest of the compared OMol25 structures with the same formula, charge and spin: 0.00 kJ/mol. For the electronic energy, the calculation gives -123511.5475 eV. The calculation puts the HOMO-LUMO gap (alpha / beta) at 4.61 / 3.29 eV. As for the multiplicity: 1. Its LUMO energy (alpha / beta) is 0.13116 / 0.13120 Ha.

Cartesian coordinates (Å):
Rb -0.070 -0.272 -0.254
C -0.077 -4.383 3.014
C -1.328 -4.579 3.617
C -2.248 -3.564 3.641
C -1.931 -2.301 3.051
N -0.710 -2.126 2.447
C 0.149 -3.134 2.445
C -2.826 -1.197 3.063
C -4.110 -1.224 3.708
C -4.888 -0.107 3.721
C -4.450 1.084 3.095
C -3.206 1.022 2.461
N -2.428 -0.037 2.425
C -2.652 2.232 1.761
C -3.479 3.249 1.290
C -2.910 4.356 0.678
C -1.535 4.414 0.536
C -0.791 3.338 0.998
N -1.328 2.281 1.605
H 0.665 -5.167 2.945
H -1.580 -5.540 4.054
H -3.217 -3.732 4.090
H 1.089 -2.949 1.926
H -4.462 -2.124 4.195
H -5.851 -0.129 4.224
H -5.032 1.994 3.135
H -4.551 3.158 1.389
H -3.539 5.158 0.305
H -1.044 5.254 0.060
H 0.287 3.306 0.854
N 1.987 0.052 4.286
C 1.153 0.365 3.281
N 1.647 -0.094 2.158
C 2.784 -0.713 2.539
N 3.050 -0.648 3.828
C 3.607 -1.449 1.549
C 4.841 -2.004 1.870
N 5.553 -2.681 0.974
C 5.019 -2.799 -0.237
C 3.785 -2.248 -0.559
N 3.082 -1.575 0.339
H 1.882 0.217 5.269
H 0.208 0.882 3.387
H 5.246 -1.895 2.869
H 5.586 -3.351 -0.978
H 3.345 -2.343 -1.545
C 2.446 0.825 -3.516
O 2.049 0.241 -2.308
H 3.537 0.942 -3.588
H 2.000 1.820 -3.656
H 2.116 0.186 -4.341
H 2.218 0.948 -1.594
C -2.946 0.093 -4.352
C -1.779 -0.509 -4.817
C -1.185 -1.533 -4.084
C -1.709 -2.028 -2.879
C -2.881 -1.385 -2.447
C -3.494 -0.348 -3.154
H -3.409 0.902 -4.909
H -1.330 -0.165 -5.745
H -0.250 -1.952 -4.463
H -3.348 -1.699 -1.513
H -4.397 0.118 -2.765
N -1.019 1.980 -1.929
C -1.412 2.875 -2.525
C -1.881 4.023 -3.269
C -3.109 3.965 -3.915
C -3.564 5.078 -4.609
C -2.793 6.232 -4.652
C -1.567 6.281 -4.006
C -1.105 5.172 -3.310
H -3.689 3.052 -3.869
H -4.518 5.040 -5.117
H -3.150 7.099 -5.194
H -0.966 7.180 -4.040
H -0.150 5.189 -2.799
C 2.088 5.457 0.186
Ge 3.281 3.993 -0.440
C 4.957 4.305 0.565
C 3.719 4.550 -2.284
C 2.504 2.259 -0.390
H 2.555 6.436 0.038
H 1.856 5.337 1.248
H 1.147 5.435 -0.369
H 5.348 5.310 0.373
H 5.715 3.573 0.277
H 4.776 4.197 1.638
H 4.063 5.588 -2.317
H 2.833 4.451 -2.917
H 4.498 3.908 -2.703
H 2.539 1.848 0.632
C -0.454 -5.006 -3.097
Sb -0.072 -3.491 -1.603
C 1.214 -5.110 -0.564
C -1.765 -4.013 -0.376
H -0.707 -5.925 -2.564
H 0.431 -5.191 -3.710
H -1.283 -4.691 -3.729
H 0.659 -6.006 -0.257
H 1.715 -4.694 0.318
H 1.990 -5.411 -1.282
H -1.603 -5.009 0.038
H -2.654 -4.000 -1.007
H -1.901 -3.314 0.450

Atomic forces in eV per Å
Rb 0.036 0.149 0.215
C -0.048 0.056 0.014
C 0.040 -0.065 -0.006
C 0.025 0.110 -0.051
C 0.258 -0.140 -0.001
N -0.046 -0.157 0.010
C -0.096 -0.025 -0.001
C -0.228 0.419 -0.074
C 0.258 -0.076 -0.098
C -0.128 0.246 -0.016
C -0.023 -0.208 0.103
C 0.035 0.264 -0.106
N 0.047 -0.406 0.121
C -0.061 -0.178 0.070
C -0.035 0.122 -0.060
C -0.101 -0.061 0.029
C 0.022 0.019 -0.025
C -0.005 -0.081 0.060
N 0.270 0.177 -0.067
H -0.014 0.007 -0.006
H 0.002 0.004 0.001
H 0.019 0.003 0.002
H -0.008 0.032 0.014
H 0.004 0.002 -0.006
H 0.001 -0.006 -0.004
H -0.005 -0.011 0.002
H 0.002 0.015 -0.010
H 0.001 -0.006 0.001
H -0.026 -0.025 0.021
H 0.018 -0.004 0.001
N 0.019 0.012 0.089
C -0.025 -0.069 -0.098
N -0.276 0.160 0.063
C 0.294 -0.181 -0.377
N -0.069 -0.044 0.091
C -0.080 0.179 0.387
C 0.050 -0.045 -0.111
N 0.025 0.035 0.162
C -0.038 0.010 -0.092
C -0.010 0.032 0.007
N -0.174 -0.025 -0.153
H -0.011 0.010 0.018
H 0.030 -0.019 -0.035
H 0.020 -0.006 -0.016
H 0.001 -0.006 0.013
H -0.002 0.009 0.012
C -0.153 -0.049 0.009
O 0.128 0.004 0.007
H 0.026 -0.003 -0.003
H 0.002 -0.007 -0.005
H 0.002 0.010 -0.005
H 0.012 0.145 0.032
C 0.056 -0.083 0.037
C -0.047 -0.007 0.031
C -0.047 0.069 0.010
C -0.020 0.118 -0.012
C -0.026 -0.025 -0.004
C 0.036 -0.041 -0.012
H -0.004 -0.027 -0.034
H 0.016 -0.001 -0.001
H -0.013 0.011 0.003
H 0.004 0.017 -0.001
H 0.019 -0.009 0.011
N -0.046 -0.135 0.095
C -0.064 0.352 -0.305
C 0.085 -0.475 0.306
C -0.161 0.098 -0.116
C 0.037 -0.138 0.061
C -0.053 0.066 -0.058
C 0.085 -0.111 0.097
C 0.096 0.266 -0.054
H 0.020 0.032 0.003
H -0.006 0.008 -0.001
H -0.005 -0.001 -0.004
H 0.003 0.004 -0.005
H -0.007 -0.001 -0.005
C -0.034 0.105 0.037
Ge -0.121 -0.048 -0.025
C 0.140 0.018 0.099
C -0.009 0.012 -0.125
C 0.026 -0.185 -0.057
H -0.016 -0.031 0.010
H -0.015 0.021 -0.027
H 0.024 0.016 0.002
H 0.011 -0.028 0.025
H -0.004 0.027 0.007
H 0.023 0.011 -0.015
H -0.004 -0.024 -0.012
H 0.038 0.004 -0.002
H -0.026 0.015 0.002
H -0.016 0.104 0.046
C -0.010 0.052 -0.100
Sb 0.146 -0.371 -0.023
C -0.005 -0.034 -0.045
C -0.046 0.024 0.056
H -0.025 0.017 -0.034
H -0.013 0.020 0.041
H 0.018 -0.026 -0.004
H 0.009 0.038 -0.024
H -0.020 -0.019 -0.031
H -0.018 0.000 0.055
H -0.015 0.009 0.001
H 0.024 -0.026 0.010
H -0.003 -0.014 -0.037


Formula: C42H50BrN6O2RuS2Si
Source: OMol25
Level of theory: ωB97M-V/def2-TZVPD

The molecular weight is 944.10 g mol⁻¹. As for the energy above the lowest of the compared OMol25 structures with the same formula, charge and spin: 0.00 kJ/mol. For the electronic energy, the calculation gives -159577.1473 eV. The calculation puts the HOMO-LUMO gap (alpha / beta) at 6.23 / 6.13 eV. As for the multiplicity: 2. Its LUMO energy (alpha / beta) is -0.04070 / -0.04946 Ha.

Cartesian coordinates (Å):
Ru -0.253 -0.559 -2.877
C -2.160 0.368 -5.198
O -1.909 -0.727 -4.298
C -3.001 -1.366 -3.735
C -4.273 -1.297 -4.274
C -5.309 -1.990 -3.660
C -5.071 -2.732 -2.512
C -3.797 -2.788 -1.972
C -2.750 -2.117 -2.584
N -1.424 -2.059 -2.084
N -1.141 -2.842 -1.131
C 0.049 -2.809 -0.499
C 1.169 -1.977 -0.815
O 1.254 -1.135 -1.782
C 2.367 -2.114 -0.031
C 2.440 -2.969 1.003
C 1.331 -3.795 1.385
C 1.423 -4.653 2.495
C 0.365 -5.444 2.862
C -0.818 -5.391 2.111
C -0.925 -4.555 1.026
C 0.146 -3.730 0.638
H -2.825 1.091 -4.725
H -2.588 -0.007 -6.127
H -1.192 0.823 -5.382
H -4.463 -0.710 -5.160
H -6.305 -1.935 -4.078
H -5.884 -3.251 -2.023
H -3.596 -3.331 -1.060
H 3.195 -1.475 -0.306
H 3.352 -3.030 1.586
H 2.349 -4.673 3.058
H 0.440 -6.101 3.719
H -1.659 -6.013 2.391
H -1.844 -4.520 0.458
S -1.500 0.851 -1.652
C -0.707 2.405 -1.725
C -1.191 3.446 -0.940
C -0.567 4.681 -0.937
C -1.053 5.723 -0.069
N -1.428 6.547 0.639
C 0.557 4.879 -1.755
C 1.018 3.852 -2.558
C 0.397 2.598 -2.560
S 1.012 1.328 -3.571
C 1.252 6.143 -1.760
N 1.819 7.142 -1.777
H -2.055 3.282 -0.308
H 1.884 4.020 -3.185
C 0.180 -0.570 5.053
C 1.371 0.240 4.517
C 2.324 -0.790 3.889
C 2.085 0.902 5.709
Si 0.785 1.555 3.242
Br 0.331 0.369 1.367
C 2.159 2.782 2.707
C 1.845 3.458 1.360
C 2.360 3.884 3.762
C 3.495 2.048 2.518
C -0.857 2.407 3.742
C -1.136 3.620 2.844
C -0.805 2.898 5.200
C -2.063 1.467 3.579
H 0.559 -1.364 5.706
H -0.378 -1.048 4.244
H -0.510 0.033 5.642
H 2.623 -1.506 4.664
H 3.230 -0.348 3.481
H 1.829 -1.347 3.094
H 2.323 0.136 6.455
H 1.471 1.658 6.200
H 3.026 1.370 5.415
H 0.955 4.082 1.397
H 1.718 2.732 0.556
H 2.686 4.108 1.092
H 1.479 4.516 3.872
H 3.184 4.533 3.447
H 2.616 3.483 4.744
H 3.409 1.230 1.800
H 3.891 1.652 3.454
H 4.233 2.756 2.126
H -0.421 4.429 2.985
H -2.126 4.022 3.080
H -1.133 3.340 1.789
H 0.033 3.574 5.382
H -0.740 2.078 5.914
H -1.724 3.451 5.421
H -2.196 1.168 2.538
H -2.967 2.002 3.891
H -1.992 0.563 4.180
C -0.874 -4.954 -5.979
C -0.151 -3.682 -5.689
C 0.630 -2.867 -6.475
C 1.043 -1.809 -5.646
N 0.532 -1.955 -4.423
N -0.185 -3.106 -4.480
C 1.975 -0.701 -6.002
H -0.497 -5.397 -6.898
H -1.943 -4.774 -6.101
H -0.741 -5.675 -5.172
H 0.901 -3.025 -7.506
H -0.633 -3.447 -3.646
H 2.844 -1.112 -6.516
H 2.315 -0.174 -5.116
H 1.501 0.020 -6.670

Atomic forces in eV per Å
Ru -0.325 -0.568 -0.232
C -0.057 -0.002 -0.103
O -0.102 0.425 0.051
C -0.015 0.047 -0.138
C 0.025 -0.015 -0.010
C 0.047 -0.007 0.032
C -0.006 0.019 -0.020
C -0.004 -0.143 0.088
C 0.061 0.084 -0.105
N 0.557 0.113 -0.046
N -0.435 0.098 0.051
C 0.299 -0.044 0.251
C -0.063 -0.308 -0.095
O 0.052 0.428 0.337
C -0.052 0.036 -0.134
C 0.003 -0.098 0.128
C 0.115 0.015 0.064
C 0.085 0.056 -0.027
C -0.097 -0.013 -0.043
C 0.071 -0.008 0.045
C -0.039 0.023 -0.055
C -0.076 0.099 -0.155
H 0.000 -0.005 0.029
H -0.007 -0.028 0.009
H 0.001 -0.008 0.018
H -0.013 -0.001 0.004
H -0.001 0.001 0.003
H 0.006 -0.002 0.000
H -0.013 -0.004 -0.017
H -0.021 0.005 -0.027
H -0.017 -0.021 0.002
H -0.012 -0.005 0.000
H -0.001 0.001 -0.001
H -0.002 0.003 -0.002
H 0.002 -0.005 0.015
S 0.145 -0.062 0.020
C -0.084 -0.068 0.008
C -0.028 0.007 0.041
C -0.130 0.146 0.146
C 0.143 -0.119 -0.161
N -0.038 -0.025 0.019
C 0.131 0.205 -0.012
C 0.045 0.023 -0.034
C 0.130 0.063 0.072
S -0.145 -0.052 -0.115
C -0.112 -0.179 0.000
N 0.006 -0.001 0.003
H -0.007 -0.009 -0.009
H -0.009 -0.024 0.002
C 0.019 -0.001 -0.001
C 0.021 -0.018 0.026
C -0.003 -0.013 0.026
C -0.019 -0.031 -0.023
Si 0.073 -0.024 0.007
Br -0.084 0.072 0.095
C 0.049 0.045 -0.023
C 0.010 0.012 0.010
C 0.008 -0.018 -0.014
C 0.004 0.008 -0.008
C -0.061 0.009 0.025
C 0.006 0.008 0.024
C -0.010 -0.004 -0.035
C -0.012 0.014 0.015
H -0.003 0.011 -0.006
H 0.002 0.004 0.006
H -0.007 -0.011 -0.003
H -0.001 0.017 -0.011
H 0.006 0.000 -0.008
H 0.005 -0.001 0.002
H -0.004 0.006 -0.007
H 0.008 -0.002 0.006
H -0.004 0.001 -0.002
H 0.001 0.002 0.007
H 0.000 -0.002 0.002
H -0.012 -0.007 0.012
H 0.009 0.003 0.000
H -0.003 -0.010 0.004
H -0.005 0.005 -0.001
H -0.001 0.004 0.009
H 0.003 -0.004 -0.005
H -0.008 -0.005 0.004
H -0.011 0.001 -0.008
H 0.005 -0.011 -0.008
H -0.007 0.003 -0.015
H -0.005 -0.004 0.002
H -0.001 0.006 0.002
H 0.008 -0.001 -0.005
H 0.005 0.001 0.006
H 0.017 -0.002 0.001
H -0.003 0.002 -0.004
C 0.024 0.021 0.006
C -0.037 -0.081 -0.003
C 0.098 0.025 -0.010
C 0.168 0.070 0.084
N -0.249 -0.172 -0.139
N 0.071 -0.004 0.054
C -0.047 -0.026 -0.007
H -0.002 0.000 0.001
H -0.001 0.005 0.005
H 0.002 -0.002 -0.006
H -0.006 0.002 0.012
H -0.029 0.025 0.000
H -0.013 0.005 -0.022
H 0.031 -0.016 0.003
H -0.013 0.012 0.020